Version one
Computed, not measured: the molecule C25H28N4O3, with ωB97M-V/def2-TZVPD.

Each line ends with the Löwdin charge.
Atoms and positions in Å:
C 3.5332 -2.3020 -4.9130  -0.02
C 3.1852 -3.4274 -3.9877  -0.22
C 4.0554 -4.4881 -3.7795  -0.04
C 3.7261 -5.5230 -2.9211  -0.08
C 2.5111 -5.5143 -2.2592  -0.08
C 1.6317 -4.4641 -2.4563  -0.03
C 1.9665 -3.4200 -3.3066  -0.13
C 0.9709 -2.3241 -3.5552  -0.44
O 0.1169 -2.4218 -4.4200  0.07
N 1.1012 -1.2276 -2.7792  -0.03
C 1.9980 -1.0981 -1.6559  -0.14
H 2.7363 -1.9005 -1.6735  0.13
C 1.1975 -1.1455 -0.3551  -0.09
H 1.8522 -1.0235 0.5074  0.11
H 0.7009 -2.1136 -0.2714  0.12
C 0.1234 -0.0501 -0.3330  -0.25
N 0.7092 1.2583 -0.1414  -0.04
C 0.6049 2.0546 0.9498  -0.23
C 1.2731 3.2297 0.6645  0.00
C 1.7633 3.0406 -0.6297  -0.13
N 1.4210 1.8561 -1.0949  0.08
H 2.3467 3.7095 -1.2302  0.10
H 1.3890 4.0824 1.3006  0.10
N -0.0834 1.7076 2.1149  0.16
C 0.2073 0.6337 2.8964  -0.47
O 1.0166 -0.2170 2.6012  0.09
C -0.5838 0.5953 4.1979  -0.05
C -2.0614 0.9544 4.0568  -0.19
O -2.1663 2.3509 3.8485  -0.08
C -3.4099 2.9199 3.7626  -0.26
C -3.4263 4.3023 3.5815  -0.01
C -4.6264 4.9752 3.4846  -0.08
C -5.8242 4.2820 3.5649  -0.10
C -5.8069 2.9116 3.7412  -0.08
C -4.6080 2.2231 3.8398  -0.02
H -4.6243 1.1533 3.9760  0.10
H -6.7342 2.3618 3.8041  0.11
H -6.7630 4.8085 3.4902  0.10
H -4.6274 6.0459 3.3465  0.11
H -2.4857 4.8280 3.5245  0.12
H -2.5899 0.6756 4.9778  0.13
H -2.5099 0.4092 3.2145  0.14
H -0.4886 -0.4093 4.6103  0.13
H -0.1176 1.2966 4.8946  0.13
H -0.6815 2.4205 2.5170  0.14
C -0.7226 -0.1013 -1.6131  -0.09
C 0.1448 -0.1475 -2.8719  -0.14
H -0.4739 -0.3264 -3.7532  0.12
H 0.6883 0.7952 -2.9779  0.11
H -1.3826 0.7666 -1.6578  0.12
H -1.3395 -1.0010 -1.5728  0.12
H -0.5304 -0.2166 0.5295  0.14
H 2.5069 -0.1316 -1.7336  0.12
H 0.6759 -4.4529 -1.9522  0.12
H 2.2469 -6.3231 -1.5943  0.10
H 4.4172 -6.3400 -2.7738  0.10
H 5.0025 -4.5050 -4.3001  0.11
H 2.7082 -2.1104 -5.5968  0.09
H 3.7147 -1.3872 -4.3480  0.09
H 4.4246 -2.5358 -5.4899  0.08

Output
* HOMO energy: -8.77 eV
* gap between HOMO and LUMO: 9.24 eV
* structure (SMILES): Cc1ccccc1C(=O)N1CCC(n2nccc2NC(=O)CCOc2ccccc2)CC1

---

Version two
Computed, not measured: the molecule C25H28N4O3, with ωB97M-V/def2-TZVPD.

Each line ends with the Löwdin charge.
Atoms and positions in Å:
O -1.7304 -2.0962 -1.1420  0.07
C -1.5657 -2.6510 -0.0729  -0.43
N -2.2822 -2.3416 1.0464  0.19
C -3.3876 -1.4663 1.1988  -0.52
O -3.9758 -1.4576 2.2552  0.08
N -3.6879 -0.7329 0.1193  0.11
H -3.1096 -0.8312 -0.7092  0.12
C -4.8213 0.1698 0.1214  -0.08
C -4.4112 1.6017 0.0123  -0.28
C -4.5722 2.5135 -0.9910  -0.04
C -3.9814 3.7169 -0.5325  -0.06
C -3.5044 3.4434 0.7110  -0.13
O -3.7606 2.1704 1.0485  0.05
H -2.9855 4.0479 1.4282  0.12
H -3.9211 4.6473 -1.0582  0.10
H -5.0527 2.3507 -1.9342  0.11
H -5.4877 -0.0732 -0.7113  0.13
H -5.3406 0.0043 1.0712  0.13
H -2.0907 -2.8528 1.8984  0.15
C -0.4928 -3.7159 0.1480  -0.10
N 0.8560 -3.1811 0.0957  -0.15
C 1.2907 -2.8265 -1.2462  -0.16
C 2.7772 -2.4542 -1.1940  -0.15
N 3.0797 -1.3702 -0.2894  -0.13
C 2.5212 -1.6405 1.0160  -0.15
C 1.0443 -2.0601 1.0044  -0.16
H 0.7624 -2.3814 2.0116  0.13
H 0.4146 -1.2021 0.7239  0.10
H 2.6474 -0.7648 1.6535  0.12
H 3.1004 -2.4681 1.4442  0.13
C 3.0046 -0.0146 -0.8217  -0.22
C 1.5958 0.5176 -1.0108  -0.20
C 0.9858 0.4227 -2.2560  -0.05
C -0.3249 0.8267 -2.4373  -0.07
C -1.0449 1.3381 -1.3726  -0.08
C -0.4429 1.4558 -0.1313  -0.06
C 0.8690 1.0533 0.0473  -0.06
H 1.3347 1.1599 1.0171  0.12
H -0.9978 1.8581 0.7036  0.10
H -2.0678 1.6531 -1.5129  0.09
H -0.7856 0.7373 -3.4099  0.11
H 1.5424 0.0238 -3.0935  0.12
C 3.8789 0.9259 -0.0134  -0.17
C 4.9198 0.4370 0.7657  -0.04
C 5.7399 1.3014 1.4688  -0.08
C 5.5401 2.6689 1.3934  -0.10
C 4.5217 3.1659 0.5986  -0.08
C 3.6995 2.3015 -0.1021  -0.04
H 2.9128 2.7009 -0.7261  0.12
H 4.3668 4.2323 0.5208  0.10
H 6.1793 3.3440 1.9431  0.10
H 6.5415 0.9047 2.0750  0.10
H 5.0849 -0.6280 0.8112  0.11
H 3.4668 -0.0774 -1.8188  0.15
H 3.1321 -2.2050 -2.1955  0.12
H 3.3309 -3.3313 -0.8376  0.12
H 1.1620 -3.7007 -1.8893  0.13
H 0.7006 -1.9976 -1.6612  0.10
H -0.6274 -4.2017 1.1191  0.12
H -0.5866 -4.4674 -0.6401  0.13

Output
* HOMO energy: -8.06 eV
* gap between HOMO and LUMO: 8.80 eV
* structure (SMILES): O=C(CN1CCN(C(c2ccccc2)c2ccccc2)CC1)NC(=O)NCc1ccco1

---

It turns out version one is the most stable, with the second structure 0.235 eV higher.

---

Version one
Computed, not measured: the molecule C4H8NO3, with ωB97M-V/def2-TZVPD.

Each line ends with the Löwdin spin population.
Atoms and positions in Å:
O -0.2365 0.9329 2.4675  0.25
C -0.8062 0.3390 1.5819  0.12
O -1.8022 -0.3232 1.4390  0.18
C -0.0488 0.4775 0.0378  0.23
C 0.4080 -0.9227 -0.3111  0.03
C 1.7186 -0.9563 -1.0801  0.01
O 1.5741 -0.3921 -2.3926  0.00
N -1.0165 0.9596 -0.8918  0.16
H 0.6876 1.2548 0.1837  0.01
H -0.3415 -1.4364 -0.8751  0.00
H 0.5300 -1.5306 0.5880  0.00
H 2.0144 -1.9971 -1.2315  0.00
H 2.5010 -0.4730 -0.4944  0.00
H 0.6991 0.0081 -2.4011  0.00
H -1.8570 0.4389 -0.7773  0.01
H -1.2061 1.9162 -0.6449  0.00

Output
* HOMO energy (spin up / spin down): -9.81 / -10.70 eV
* gap between HOMO and LUMO (spin up / spin down): 10.50 / 7.91 eV
* 2S+1: 2

---

Version two
Computed, not measured: a cluster of 2 separate species, C4H8NO3 in total, with ωB97M-V/def2-TZVPD.

Each line ends with the Löwdin spin population.
Atoms and positions in Å:
C 2.2066 -0.7406 0.4428  0.23
C 2.7491 0.7222 -0.1166  0.11
O 3.8521 0.7295 -0.5788  0.16
O 1.8695 1.6057 0.0655  0.47
H 2.4303 -0.5070 1.4616  0.01
H 2.9994 -1.4011 0.0868  0.01
H 1.2695 -1.0966 0.0539  0.01
C -2.9930 -0.1302 -0.4542  0.00
C -1.7451 -0.1605 0.3804  0.00
O -1.7808 -0.4141 1.5681  0.00
N -0.5772 0.2886 -0.1895  0.00
H -2.7643 -0.2136 -1.5123  0.00
H -3.5265 0.7935 -0.2657  0.00
H 0.1626 0.6834 0.3663  0.00
H -0.6560 0.9269 -0.9729  0.00
H -3.4961 -1.0862 -0.3354  0.00

Output
* HOMO energy (spin up / spin down): -9.85 / -9.85 eV
* gap between HOMO and LUMO (spin up / spin down): 10.49 / 6.11 eV
* 2S+1: 2

---

It turns out version one is the most stable, with the second structure 0.404 eV higher.

---

Version one
Computed, not measured: the molecule C6H10N2, with ωB97M-V/def2-TZVPD.

Each line ends with the Löwdin charge.
Atoms and positions in Å:
C 0.7500 0.0538 -0.4174  -0.45
C -0.1177 -1.2396 -0.5547  -0.10
C -1.5818 0.5343 -0.4608  -0.12
C -0.2038 1.1933 -0.3292  -0.14
C 0.4249 0.6264 0.8871  -0.16
C -0.6451 -0.3387 1.4363  -0.13
H 2.7632 0.2358 -0.1344  0.09
H 2.4277 -0.6604 -1.3563  0.08
H -0.3922 -1.4298 -1.5626  0.11
H 0.3659 -2.1448 -0.1157  0.14
H -2.3782 1.1019 0.0567  0.13
H -1.8246 0.3337 -1.4850  0.11
H -0.0587 2.2004 -0.6960  0.14
H 1.2140 1.0790 1.4999  0.15
H -0.2407 -1.2164 1.9114  0.11
H -1.3014 0.2197 2.0690  0.11
N 2.0784 0.2157 -0.9223  0.08
N -1.2798 -0.7640 0.1741  -0.13

Output
* HOMO energy: -8.62 eV
* gap between HOMO and LUMO: 9.60 eV
* structure (SMILES): N[C@@]12CN3C[C@@H]1[C@@H]2C3

---

Version two
Computed, not measured: a cluster of 2 separate species, C6H10N2 in total, with ωB97M-V/def2-TZVPD.

Each line ends with the Löwdin charge.
Atoms and positions in Å:
C 2.0469 -1.4121 0.0042  -0.14
C 0.8824 -1.0016 -0.5367  -0.10
C 0.5908 0.3756 -0.5092  -0.08
C 1.5967 1.2473 0.0000  -0.05
C 2.8396 0.6942 0.4206  -0.17
C -2.3410 0.4105 -0.2457  -0.23
H 2.4142 -2.4465 0.1393  0.11
H 0.2014 -1.8080 -0.7833  0.11
H -0.3915 0.6646 -0.9937  0.06
H 1.5030 2.2591 0.0822  0.06
H 3.6216 1.4520 0.7148  0.11
H -2.9775 -0.1158 1.4742  0.00
H -3.8809 -1.0031 0.4601  0.13
H -1.6248 -0.1897 -0.9796  0.08
H -3.0901 1.0585 -0.7206  0.07
H -1.7047 1.0218 0.4673  0.09
N 3.1592 -0.6001 0.3507  0.05
N -2.8452 -0.6068 0.6554  -0.09

Output
* HOMO energy: -9.51 eV
* gap between HOMO and LUMO: 10.32 eV
* structure (SMILES): c1ccncc1.CN

---

Version three
Computed, not measured: a structure of composition C6H10N2, with ωB97M-V/def2-TZVPD.

Each line ends with the Löwdin charge.
Atoms and positions in Å:
C 1.1429 -0.0151 -2.1500  0.03
C 0.0515 -0.5185 -1.0092  -0.35
C -0.9113 -0.5816 1.0177  -0.18
C -0.9677 0.4936 2.3030  -0.01
C -0.1960 0.7432 0.9976  -0.35
C 0.8612 0.8310 -0.9143  -0.34
H 0.9036 0.4253 -2.9996  0.03
H 2.0130 -0.6807 -1.9442  0.11
H 0.6204 -1.4764 -0.7097  0.13
H -1.5572 -1.6854 -0.9138  0.14
H -0.5665 -1.6665 1.1816  0.13
H -0.5056 -0.3368 2.9729  0.10
H -1.7106 1.1921 2.8460  0.10
H -1.0888 0.9943 0.0026  0.22
H 2.0161 0.4470 0.8321  0.21
H 0.0952 1.3677 -1.3447  0.10
N -1.3122 -0.6518 -0.6061  -0.06
N 1.1120 1.1185 0.4382  -0.01

Output
* HOMO energy: -8.05 eV
* gap between HOMO and LUMO: 9.06 eV

---

Version four
Computed, not measured: a cluster of 2 separate species, C6H10N2 in total, with ωB97M-V/def2-TZVPD.

Each line ends with the Löwdin charge.
Atoms and positions in Å:
C 2.0722 0.2423 0.7974  -0.23
C -0.4349 -1.0699 -0.9283  -0.11
C -1.5296 -1.2837 0.0015  -0.09
C -2.4277 -0.3738 0.4955  -0.10
C -2.1043 0.9534 0.1048  -0.04
C -0.9905 1.0612 -0.7333  -0.21
H 2.2419 -0.0533 -1.0202  -0.03
H 3.6648 0.1500 -0.5136  0.08
H 2.4431 0.1113 1.8087  0.06
H 1.9836 1.3768 0.7495  0.09
H 1.0379 -0.1487 0.9157  0.06
H 0.2880 -1.8212 -1.0359  0.09
H -1.9579 -2.1434 0.5276  0.09
H -3.3213 -0.7497 1.0994  0.13
H -2.6406 1.8551 0.4029  0.10
H -0.8285 2.0489 -1.0083  0.08
N 2.7777 -0.3356 -0.3061  -0.04
N -0.2740 0.1804 -1.3575  0.06

Output
* HOMO energy: -9.27 eV
* gap between HOMO and LUMO: 10.00 eV
* structure (SMILES): c1ccncc1.CN

---

It turns out version one is the most stable, with the second structure 0.637 eV higher.